{
  "formula": "CH2BNO",
  "method": "the ωB97M-V functional and the def2-TZVPD basis",
  "smiles": "N#CBO",
  "e_above_lowest_kcal_mol": 34.8,
  "lumo_ev": -1.2,
  "homo_ev": -12.214,
  "symbols": ["H", "O", "C", "N", "B", "H"],
  "coordinates": [[0.391, -1.139, 0.578], [0.158, 1.249, -0.083], [2.367, 0.000, -0.031], [3.527, 0.112, 0.024], [0.913, -0.166, -0.018], [-0.688, 0.992, -0.222]],
  "lowdin_charge": [0.09, 0.00, -0.14, 0.18, -0.11, -0.02]
}


{
  "formula": "CH2Br2N2O",
  "method": "the ωB97M-V functional and the def2-TZVPD basis",
  "e_above_lowest_kcal_mol": 123.8,
  "lumo_ev": -1.3,
  "homo_ev": -8.857,
  "symbols": ["Br", "C", "O", "N", "Br", "N", "H", "H"],
  "coordinates": [[-1.703, 1.659, -0.233], [0.928, 0.260, -0.030], [0.051, -1.332, 1.431], [-0.759, 0.156, -0.930], [-1.594, -1.337, -0.549], [0.378, -0.160, 1.129], [1.245, 1.241, -0.179], [1.454, -0.487, -0.638]],
  "lowdin_charge": [0.56, -0.15, -0.18, -0.98, 0.80, -0.22, 0.07, 0.10]
}


{
  "formula": "CH2BrClFNO2S",
  "method": "the ωB97M-V functional and the def2-TZVPD basis",
  "e_above_lowest_kcal_mol": 67.0,
  "lumo_ev": -0.4,
  "homo_ev": -10.112,
  "symbols": ["O", "Br", "O", "Cl", "N", "C", "S", "F", "H", "H"],
  "coordinates": [[0.658, 2.166, 0.518], [-2.205, 2.482, -0.538], [-1.087, 1.192, 1.880], [4.244, 2.458, -0.226], [-0.651, 0.076, -0.387], [4.627, 0.835, 0.007], [-0.570, 1.413, 0.590], [3.538, 0.117, -0.087], [-0.165, 0.129, -1.207], [-1.387, -0.565, -0.530]],
  "lowdin_charge": [-0.34, 0.39, -0.32, 0.63, -0.12, -0.53, 0.27, -0.08, 0.03, 0.07]
}


{
  "formula": "CH2BrFO",
  "method": "the ωB97M-V functional and the def2-TZVPD basis",
  "e_above_lowest_kcal_mol": 130.0,
  "lumo_ev": [0.0, -2.4],
  "homo_ev": [-10.346, -8.570],
  "symbols": ["O", "F", "Br", "H", "H", "C"],
  "coordinates": [[-1.865, 2.371, -0.272], [-1.103, -1.289, 0.247], [-1.039, 3.217, -1.448], [-0.499, 0.256, -1.013], [-0.138, 0.423, 1.007], [-0.360, -0.200, 0.053]],
  "lowdin_charge": [-0.79, -0.06, 0.77, 0.06, 0.08, -0.06]
}


{
  "formula": "CH2BrFO2S",
  "method": "the ωB97M-V functional and the def2-TZVPD basis",
  "smiles": "O=S(=O)(Br)CF",
  "e_above_lowest_kcal_mol": 7.3,
  "lumo_ev": -0.2,
  "homo_ev": -11.342,
  "symbols": ["C", "H", "O", "H", "F", "O", "Br", "S"],
  "coordinates": [[-0.075, -0.374, 0.108], [-0.324, 0.012, 1.203], [-1.943, -1.916, -1.238], [0.122, 0.452, -0.554], [0.858, -1.326, -0.124], [-1.956, -1.809, 1.300], [-2.811, 0.656, -0.010], [-1.715, -1.228, 0.009]],
  "lowdin_charge": [-0.33, 0.13, -0.34, 0.09, -0.02, -0.35, 0.50, 0.33]
}


{
  "formula": "CH2BrNO4",
  "method": "the ωB97M-V functional and the def2-TZVPD basis",
  "smiles": "O=[N+]([O-])C(O)(O)Br",
  "e_above_lowest_kcal_mol": 35.0,
  "lumo_ev": -0.7,
  "homo_ev": -11.013,
  "symbols": ["O", "O", "O", "N", "Br", "H", "O", "C", "H"],
  "coordinates": [[0.130, -0.194, 1.286], [-0.616, 0.823, -0.585], [-2.622, 1.720, 0.771], [-1.906, 0.909, 1.318], [-2.109, -1.349, -0.006], [0.781, -0.356, 0.628], [-1.940, 0.643, 2.500], [-0.921, 0.172, 0.550], [-1.254, 0.881, -1.313]],
  "lowdin_charge": [0.11, 0.03, 0.10, -0.43, 0.77, 0.12, 0.11, -0.92, 0.12]
}


{
  "formula": "CH2BrO3S",
  "method": "the ωB97M-V functional and the def2-TZVPD basis",
  "total_charge": -1,
  "e_above_lowest_kcal_mol": 41.7,
  "lumo_ev": [3.5, 3.5],
  "homo_ev": [-3.717, -3.715],
  "symbols": ["C", "O", "O", "S", "H", "H", "Br", "O"],
  "coordinates": [[0.175, -0.952, 1.028], [3.092, 0.453, 0.739], [2.152, -0.575, -1.302], [2.571, -0.721, 0.094], [-0.036, 0.107, 1.051], [0.430, -1.635, 1.864], [-0.807, -2.008, -0.240], [3.150, -1.982, 0.542]],
  "lowdin_charge": [-0.65, -0.38, -0.42, 0.46, -0.03, -0.03, 0.45, -0.40]
}


{
  "formula": "CH2CdLiO3",
  "method": "the ωB97M-V functional and the def2-TZVPD basis",
  "total_charge": 1,
  "e_above_lowest_kcal_mol": 56.3,
  "lumo_ev": -6.5,
  "homo_ev": -13.773,
  "symbols": ["Cd", "Li", "O", "O", "C", "H", "O", "H"],
  "coordinates": [[1.017, 0.948, -1.459], [-2.015, -1.546, -0.584], [-1.269, -0.691, 1.130], [1.572, 0.186, 0.280], [-0.559, 0.044, 0.451], [-0.332, 1.541, 0.387], [-0.584, -0.013, -0.848], [2.170, -0.469, 0.643]],
  "lowdin_charge": [1.48, 0.85, -0.01, -0.44, -0.62, 0.18, -0.44, 0.00]
}


{
  "formula": "CH2Cl2",
  "method": "the ωB97M-V functional and the def2-TZVPD basis",
  "smiles": "ClCCl",
  "e_above_lowest_kcal_mol": 0.2,
  "lumo_ev": 1.0,
  "homo_ev": -11.039,
  "symbols": ["Cl", "Cl", "H", "C", "H"],
  "coordinates": [[0.956, 1.158, -0.756], [-0.536, -1.343, -0.865], [-0.910, 0.536, 0.505], [-0.031, 0.021, 0.134], [0.521, -0.372, 0.981]],
  "lowdin_charge": [0.51, 0.50, 0.02, -1.06, 0.02]
}


{
  "formula": "CH2Cl2",
  "method": "the ωB97M-V functional and the def2-TZVPD basis",
  "smiles": "ClCCl",
  "e_above_lowest_kcal_mol": 1.7,
  "lumo_ev": 1.0,
  "homo_ev": -11.059,
  "symbols": ["H", "Cl", "C", "H", "Cl"],
  "coordinates": [[-0.833, 0.552, 0.582], [1.207, -0.171, 1.156], [-0.150, -0.058, 0.002], [-0.572, -1.025, -0.238], [0.348, 0.703, -1.503]],
  "lowdin_charge": [0.02, 0.48, -1.03, 0.03, 0.51]
}


{
  "formula": "CH2Cl2N2",
  "method": "the ωB97M-V functional and the def2-TZVPD basis",
  "smiles": "N=C=NCl.Cl",
  "e_above_lowest_kcal_mol": 26.8,
  "lumo_ev": 0.2,
  "homo_ev": -10.000,
  "symbols": ["N", "C", "Cl", "H", "N", "H", "Cl"],
  "coordinates": [[-2.368, 2.170, -0.567], [-2.956, 1.261, -0.051], [-0.348, -2.023, -0.121], [-1.461, 2.559, -0.368], [-3.775, 0.666, 0.628], [0.444, -1.386, -0.865], [-4.106, -0.996, 0.231]],
  "lowdin_charge": [0.19, -0.45, 0.28, 0.08, -0.34, -0.27, 0.52]
}


{
  "formula": "CH2Cl2O3",
  "method": "the ωB97M-V functional and the def2-TZVPD basis",
  "smiles": "O=C(O)OCl.Cl",
  "e_above_lowest_kcal_mol": 11.0,
  "lumo_ev": -1.7,
  "homo_ev": -11.111,
  "symbols": ["Cl", "C", "O", "Cl", "O", "O", "H", "H"],
  "coordinates": [[-2.151, 1.570, 3.564], [-0.630, -0.158, 2.313], [-0.461, -0.493, 3.626], [-0.442, 0.341, -1.705], [-1.311, 0.894, 2.122], [-0.131, -0.805, 1.454], [0.002, -1.279, 3.645], [-0.140, 1.542, -1.465]],
  "lowdin_charge": [0.73, -0.78, 0.07, 0.30, -0.27, 0.13, 0.08, -0.27]
}


{
  "formula": "CH2ClFO",
  "method": "the ωB97M-V functional and the def2-TZVPD basis",
  "e_above_lowest_kcal_mol": 162.1,
  "lumo_ev": [-2.1, -0.4],
  "homo_ev": [-8.551, -11.463],
  "symbols": ["Cl", "F", "O", "H", "C", "H"],
  "coordinates": [[-1.592, 1.172, 0.799], [1.536, -0.528, 2.419], [0.395, -1.216, 2.133], [-0.155, -0.708, 0.306], [-0.334, 0.329, 0.194], [0.390, 0.864, -0.313]],
  "lowdin_charge": [0.67, -0.12, -0.03, -0.01, -0.51, 0.00]
}


{
  "formula": "CH2ClFP2",
  "method": "the ωB97M-V functional and the def2-TZVPD basis",
  "smiles": "FP=[PH]=CCl",
  "e_above_lowest_kcal_mol": 57.9,
  "lumo_ev": [-0.9, -1.0],
  "homo_ev": [-7.832, -7.874],
  "symbols": ["P", "C", "P", "Cl", "H", "F", "H"],
  "coordinates": [[0.197, -0.722, 0.445], [-0.321, 0.841, -0.212], [0.290, -1.668, 2.349], [-0.385, 0.758, -1.961], [1.198, -1.259, -0.500], [1.698, -2.437, 2.257], [-1.172, 1.519, 0.281]],
  "lowdin_charge": [0.49, -0.91, 0.48, 0.43, -0.03, -0.52, 0.05]
}


{
  "formula": "CH2ClIO",
  "method": "the ωB97M-V functional and the def2-TZVPD basis",
  "e_above_lowest_kcal_mol": 49.5,
  "lumo_ev": 0.1,
  "homo_ev": -9.136,
  "symbols": ["H", "C", "I", "H", "Cl", "O"],
  "coordinates": [[0.379, -1.424, 0.594], [1.500, -1.213, -1.046], [2.409, 0.473, -0.021], [-1.055, 2.169, 0.236], [-1.909, 1.375, -0.423], [0.667, -1.774, -0.308]],
  "lowdin_charge": [0.12, -0.56, 0.58, -0.20, 0.20, -0.14]
}


{
  "formula": "CH2ClN2O2",
  "method": "the ωB97M-V functional and the def2-TZVPD basis",
  "total_charge": -1,
  "e_above_lowest_kcal_mol": 23.7,
  "lumo_ev": 3.3,
  "homo_ev": -4.294,
  "symbols": ["H", "C", "N", "O", "Cl", "H", "O", "N"],
  "coordinates": [[-1.228, -1.211, 0.667], [-0.611, -0.665, 0.158], [0.381, -0.173, 0.768], [1.747, -0.436, -0.969], [-2.825, 1.307, -0.060], [-0.773, -0.395, -0.853], [1.900, 1.295, 0.330], [1.409, 0.280, -0.040]],
  "lowdin_charge": [0.01, -0.08, 0.08, 0.03, -0.66, 0.04, 0.07, -0.49]
}


{
  "formula": "CH2ClN2O2",
  "method": "the ωB97M-V functional and the def2-TZVPD basis",
  "total_charge": -1,
  "e_above_lowest_kcal_mol": 12.2,
  "lumo_ev": 3.2,
  "homo_ev": -4.641,
  "symbols": ["Cl", "N", "H", "N", "C", "O", "O", "H"],
  "coordinates": [[2.375, -1.549, -0.014], [-1.409, -0.146, -0.042], [0.865, 0.602, -0.925], [-0.353, 0.206, 0.729], [0.749, 0.545, 0.154], [-2.430, -0.406, 0.573], [-1.339, -0.154, -1.260], [1.541, 0.902, 0.785]],
  "lowdin_charge": [-0.47, -0.48, 0.05, 0.02, -0.18, 0.02, 0.01, 0.03]
}


{
  "formula": "CH2ClN2O3",
  "method": "the ωB97M-V functional and the def2-TZVPD basis",
  "total_charge": 1,
  "e_above_lowest_kcal_mol": 45.0,
  "lumo_ev": [-5.8, -5.8],
  "homo_ev": [-15.376, -15.375],
  "symbols": ["H", "Cl", "O", "H", "N", "O", "C", "O", "N"],
  "coordinates": [[-1.141, 1.290, -0.017], [0.411, -1.921, -0.019], [2.631, -0.158, -0.111], [-2.192, -1.283, 0.426], [-1.098, 0.302, -0.091], [1.687, 1.827, 0.010], [0.023, -0.293, -0.099], [-2.230, -0.457, -0.073], [1.910, 0.693, -0.025]],
  "lowdin_charge": [0.18, 0.88, 0.24, 0.12, 0.01, 0.24, -0.48, 0.06, -0.25]
}


{
  "formula": "CH2ClN2OP",
  "method": "the ωB97M-V functional and the def2-TZVPD basis",
  "e_above_lowest_kcal_mol": 88.7,
  "lumo_ev": [-2.5, -2.1],
  "homo_ev": [-10.795, -10.336],
  "symbols": ["P", "N", "Cl", "C", "H", "N", "H", "O"],
  "coordinates": [[1.063, 0.424, -0.176], [2.235, 1.474, 0.005], [2.049, -1.301, 0.246], [-1.143, -0.111, -0.040], [-1.391, -1.277, 0.457], [-0.391, -0.031, -1.223], [-2.145, 0.307, -0.168], [-0.278, 0.515, 0.898]],
  "lowdin_charge": [0.30, -0.19, 0.34, -0.44, 0.20, -0.01, 0.11, -0.30]
}


{
  "formula": "CH2ClN2OP",
  "method": "the ωB97M-V functional and the def2-TZVPD basis",
  "smiles": "ClP1N=NCO1",
  "e_above_lowest_kcal_mol": 9.6,
  "lumo_ev": [-1.2, -1.2],
  "homo_ev": [-10.146, -10.146],
  "symbols": ["O", "C", "H", "P", "N", "Cl", "N", "H"],
  "coordinates": [[-0.009, -0.377, 1.061], [-0.965, -0.101, 0.065], [-1.201, -1.000, -0.535], [1.449, 0.307, 0.715], [0.829, 1.217, -0.587], [2.324, -1.130, -0.442], [-0.524, 0.870, -0.826], [-1.903, 0.214, 0.549]],
  "lowdin_charge": [-0.41, -0.37, 0.14, 0.48, -0.20, 0.20, 0.03, 0.14]
}